1:
The following is a DFT calculation (wB97M-V/def2-TZVPD) of an isolated molecule of C7H12.

```
19
C7H12 (wB97M-V/def2-TZVPD)
C 2.513 0.243 -0.677
C 1.081 -0.275 -0.821
C 0.249 -0.126 0.452
C -0.633 1.143 0.697
C -1.845 0.231 0.902
C -2.089 -0.561 -0.346
C -1.004 -0.990 0.598
H 3.111 0.013 -1.566
H 3.005 -0.227 0.184
H 2.541 1.328 -0.525
H 0.584 0.239 -1.655
H 1.114 -1.338 -1.093
H 0.895 -0.281 1.326
H -0.722 1.842 -0.145
H -0.343 1.706 1.588
H -2.603 0.348 1.670
H -2.974 -1.192 -0.335
H -1.858 -0.131 -1.322
H -1.022 -1.970 1.066
```

Summary:
HOMO energy	-9.58	eV
HOMO-LUMO gap	10.80	eV
SMILES	CC[C@H]1C[C@H]2C[C@@H]12
molar mass	96.17	u


2:
The following is a DFT calculation (wB97M-V/def2-TZVPD) of an isolated molecule of C7H12.

```
19
C7H12 (wB97M-V/def2-TZVPD)
C -0.106 -2.378 0.302
C 1.037 -1.255 0.445
C 0.765 -0.201 -0.677
C 1.611 -0.056 -1.814
C -1.944 2.086 1.069
C -0.803 1.083 0.811
C -0.313 0.823 -0.414
H 0.417 -3.261 0.703
H -0.942 -2.034 0.876
H -0.373 -2.547 -0.755
H 2.107 -1.555 0.346
H 1.080 -0.752 1.411
H 2.656 -0.197 -1.854
H 1.362 0.503 -2.767
H -2.597 2.163 0.265
H -1.532 3.117 1.180
H -2.648 1.833 1.895
H -0.414 0.787 1.703
H -0.606 1.330 -1.342
```

Summary:
HOMO energy	-8.10	eV
HOMO-LUMO gap	9.00	eV
SMILES	C=C(/C=C/C)CC
molar mass	96.17	u


Tell me which of them is the most stable. Sure, it is 1.


1:
The following is a DFT calculation (wB97M-V/def2-TZVPD) of an isolated molecule of C7H12.

```
19
C7H12 (wB97M-V/def2-TZVPD)
C -3.256 0.643 -0.062
C -2.100 -0.056 -0.771
C -0.752 0.206 -0.101
C 0.402 -0.512 -0.812
C 1.686 -0.367 -0.117
C 2.727 -0.269 0.486
C 3.991 -0.188 1.223
H -3.321 0.326 0.986
H -3.124 1.731 -0.071
H -4.215 0.417 -0.540
H -2.284 -1.140 -0.795
H -2.057 0.270 -1.820
H -0.789 -0.125 0.945
H -0.548 1.285 -0.079
H 0.161 -1.581 -0.899
H 0.492 -0.134 -1.840
H 3.867 0.370 2.157
H 4.766 0.312 0.633
H 4.353 -1.190 1.477
```

Summary:
HOMO energy	-9.34	eV
HOMO-LUMO gap	10.43	eV
SMILES	CC#CCCCC
molar mass	96.17	u


2:
The following is a DFT calculation (wB97M-V/def2-TZVPD) of an isolated molecule of C7H12.

```
19
C7H12 (wB97M-V/def2-TZVPD)
C 1.689 2.614 0.194
C 1.551 1.404 -0.736
C 0.468 0.463 -0.221
C 0.184 -0.778 -1.080
C -0.844 -1.570 -0.393
C -1.679 -2.054 0.329
C -2.689 -2.582 1.248
H 0.937 3.377 -0.031
H 1.541 2.312 1.238
H 2.675 3.083 0.124
H 1.314 1.736 -1.756
H 2.504 0.863 -0.800
H -0.473 1.015 -0.097
H 0.750 0.117 0.782
H -0.156 -0.487 -2.082
H 1.100 -1.368 -1.218
H -2.885 -1.852 2.041
H -2.354 -3.510 1.722
H -3.635 -2.781 0.735
```

Summary:
HOMO energy	-9.31	eV
HOMO-LUMO gap	10.39	eV
SMILES	CC#CCCCC
molar mass	96.17	u


Tell me which of them is the most stable. Sure, it is 1.


1:
The following is a DFT calculation (wB97M-V/def2-TZVPD) of C20H32F3IrN5O8S3 as an isolated structure.

```
72
C20H32F3IrN5O8S3 (wB97M-V/def2-TZVPD)
Ir -0.550 0.228 1.473
F -2.621 3.973 6.452
C -2.245 2.883 5.798
F -1.392 2.203 6.568
F -3.329 2.107 5.641
C -1.637 3.216 4.452
C -1.507 4.524 4.014
C -0.986 4.760 2.747
C -0.619 3.685 1.951
N -0.737 2.434 2.374
C -1.231 2.181 3.599
S -1.322 0.486 3.948
H -1.816 5.345 4.643
H -0.886 5.767 2.380
H -0.239 3.830 0.949
C -2.116 -3.940 2.465
C -0.953 -4.168 1.529
S -0.041 -2.600 1.194
O -1.062 -1.740 0.481
C 1.147 -3.149 -0.095
C 2.426 -3.594 0.585
H -2.697 -4.857 2.544
H -2.772 -3.166 2.075
H -1.791 -3.664 3.464
H -1.303 -4.525 0.562
H -0.213 -4.848 1.947
H 1.306 -2.294 -0.752
H 0.695 -3.946 -0.681
H 2.771 -2.838 1.289
H 3.204 -3.744 -0.161
H 2.291 -4.531 1.121
O 0.989 -0.066 4.572
N 1.789 -0.288 3.716
O 1.576 -0.343 2.512
C -4.888 1.481 0.029
C -3.593 1.780 0.762
O -2.905 0.570 1.108
H -5.395 2.410 -0.213
H -5.543 0.881 0.652
H -4.701 0.952 -0.904
H -3.781 2.307 1.700
H -2.938 2.408 0.148
H -3.185 -0.118 0.489
C 1.454 -2.928 -5.361
C 2.323 -1.709 -5.196
S 2.628 -1.437 -3.419
O 3.506 -2.432 -2.880
O 1.372 -1.297 -2.709
C 3.548 0.168 -3.271
C 2.676 1.414 -3.185
N 1.547 1.263 -2.295
C 1.572 1.223 -0.950
N 0.345 1.053 -0.461
C -0.496 0.958 -1.517
C 0.234 1.075 -2.670
N -0.267 0.884 -3.983
O -1.463 0.798 -4.081
O 0.534 0.784 -4.890
C 2.787 1.366 -0.128
H 1.157 -3.019 -6.406
H 0.549 -2.838 -4.764
H 1.986 -3.831 -5.074
H 1.834 -0.804 -5.549
H 3.307 -1.834 -5.636
H 4.189 0.220 -4.147
H 4.166 0.026 -2.388
H 2.283 1.665 -4.174
H 3.287 2.251 -2.826
H -1.553 0.804 -1.431
H 3.437 2.144 -0.519
H 3.346 0.432 -0.116
H 2.509 1.605 0.894
```

Summary:
HOMO energy (spin up / spin down)	-14.67 / -14.82	eV
<S²>	0.8287
HOMO-LUMO gap (spin up / spin down)	6.83 / 6.19	eV
2S+1	2
total charge	+2
molar mass	815.91	u


2:
The following is a DFT calculation (wB97M-V/def2-TZVPD) of C20H32F3IrN5O8S3 as an isolated structure.

```
72
C20H32F3IrN5O8S3 (wB97M-V/def2-TZVPD)
Ir 0.673 1.356 -0.025
F 5.354 1.232 2.146
C 4.808 2.289 2.767
F 5.047 3.370 2.018
F 5.399 2.440 3.945
C 3.318 2.077 2.921
C 2.683 2.070 4.158
C 1.312 1.856 4.235
C 0.592 1.633 3.073
N 1.212 1.649 1.894
C 2.531 1.871 1.807
S 2.896 1.849 0.078
H 3.263 2.239 5.055
H 0.804 1.859 5.188
H -0.475 1.450 3.062
C 2.824 0.546 -3.683
C 1.559 1.166 -4.255
S 0.772 2.239 -3.055
O 0.165 1.230 -2.022
C -0.660 2.789 -3.988
C -0.327 4.037 -4.796
H 3.209 -0.199 -4.378
H 2.626 0.039 -2.736
H 3.600 1.296 -3.528
H 0.813 0.422 -4.544
H 1.770 1.804 -5.117
H -1.417 2.979 -3.227
H -0.991 1.958 -4.613
H -0.013 4.858 -4.153
H -1.215 4.351 -5.342
H 0.458 3.851 -5.530
O 2.002 4.212 0.436
N 0.855 4.368 0.119
O 0.175 3.341 -0.242
C -3.795 1.440 0.076
C -2.450 2.109 0.190
O -1.412 1.073 0.344
H -4.566 2.202 -0.029
H -4.022 0.845 0.961
H -3.844 0.797 -0.807
H -2.373 2.726 1.082
H -2.208 2.716 -0.678
H -1.733 0.275 -0.107
C -4.565 -3.806 0.158
C -3.317 -4.348 0.845
S -2.407 -3.029 1.598
O -3.106 -2.551 2.757
O -2.034 -2.063 0.578
C -0.906 -3.794 2.241
C 0.293 -4.005 1.312
N 0.573 -2.826 0.476
C 0.921 -1.618 0.952
N 0.870 -0.702 -0.026
C 0.535 -1.376 -1.178
C 0.343 -2.670 -0.868
N -0.176 -3.658 -1.785
O -0.160 -3.342 -2.950
O -0.599 -4.703 -1.332
C 1.295 -1.403 2.373
H -5.075 -4.625 -0.344
H -4.305 -3.057 -0.589
H -5.249 -3.366 0.882
H -2.640 -4.835 0.141
H -3.563 -5.030 1.659
H -1.201 -4.755 2.665
H -0.664 -3.141 3.080
H 0.146 -4.843 0.644
H 1.176 -4.214 1.914
H 0.402 -0.893 -2.125
H 1.634 -2.333 2.823
H 0.445 -1.038 2.949
H 2.114 -0.692 2.448
```

Summary:
HOMO energy (spin up / spin down)	-14.91 / -15.12	eV
<S²>	0.7595
HOMO-LUMO gap (spin up / spin down)	8.98 / 6.56	eV
2S+1	2
total charge	+2
molar mass	815.91	u


Tell me which of them is the most stable. Sure, it is 2.